Model 1:
C5H7NO in the gas phase. Source: OMol25; level of theory: ωB97M-V/def2-TZVPD.

```
14
Properties=species:S:1:pos:R:3:nbo_charge:R:1
C 1.405 1.578 0.131 -0.62
C 0.121 0.851 0.026 -0.10
C -0.462 0.555 -1.142 0.07
O -1.219 -0.559 -1.024 -0.50
C -0.917 -1.036 0.344 0.48
N -1.169 -2.382 0.310 -0.82
C -0.389 -0.027 1.065 -0.38
H 1.355 2.421 0.814 0.21
H 1.702 1.900 -0.871 0.22
H 2.177 0.880 0.485 0.21
H -0.324 1.058 -2.090 0.20
H -1.459 -2.458 -0.656 0.40
H -0.412 -3.031 0.500 0.39
H -0.400 0.236 2.121 0.24
```

For the LUMO energy, the calculation gives 0.98 eV. The frontier orbital gap is 8.61 eV. The SMILES is Cc1coc(N)c1.



Model 2:
C5H7NO in the gas phase. Source: OMol25; level of theory: ωB97M-V/def2-TZVPD.

```
14
Properties=species:S:1:pos:R:3:nbo_charge:R:1
O 1.920 -0.130 2.655 -0.69
C 2.022 0.543 1.417 -0.13
C 0.788 0.461 0.616 -0.02
C -0.273 0.444 0.044 -0.04
C -1.521 0.411 -0.731 -0.30
C -1.473 -0.914 -2.667 -0.10
N -1.620 -0.928 -1.356 -0.55
H 1.140 0.210 3.110 0.47
H 2.278 1.605 1.553 0.19
H 2.855 0.074 0.886 0.21
H -2.382 0.769 -0.149 0.22
H -1.010 -1.857 -2.995 0.10
H -1.394 1.020 -1.626 0.26
H -1.331 -1.708 -0.757 0.38
```

For the LUMO energy, the calculation gives 0.70 eV. The frontier orbital gap is 9.12 eV.



Relative energy of each structure, in kcal/mol: model 1 0.0; model 2 63.4.



Model 1:
C5H7NO in the gas phase. Source: OMol25; level of theory: ωB97M-V/def2-TZVPD.

```
14
Properties=species:S:1:pos:R:3:nbo_charge:R:1
O 2.062 -0.462 1.193 -0.68
C -1.168 -1.358 1.799 -0.43
C -0.203 -0.856 1.075 0.01
C 0.872 -0.384 0.486 0.19
C 0.981 0.303 -0.839 -0.14
C -0.121 1.034 -1.500 -0.25
N 0.984 1.773 -0.897 -0.57
H 2.783 -0.629 0.572 0.48
H -1.454 -2.405 1.707 0.22
H -1.714 -0.762 2.530 0.21
H 1.736 -0.130 -1.502 0.20
H -1.100 1.069 -1.030 0.20
H -0.137 1.060 -2.588 0.20
H 0.694 2.133 0.010 0.35
```

For the LUMO energy, the calculation gives 0.91 eV. The frontier orbital gap is 9.85 eV. The SMILES is C=C=C(O)[C@H]1CN1.



Model 2:
C5H7NO in the gas phase. Source: OMol25; level of theory: ωB97M-V/def2-TZVPD.

```
14
Properties=species:S:1:pos:R:3:nbo_charge:R:1
C 1.761 0.024 0.250 -0.59
C 0.401 -0.612 -0.085 -0.38
C -0.050 -1.465 1.021 0.30
N -0.384 -2.126 1.910 -0.32
C -0.671 0.392 -0.463 0.34
O -0.185 1.253 -1.401 -0.68
C -1.925 0.429 -0.020 -0.52
H 1.692 0.652 1.142 0.22
H 2.503 -0.759 0.431 0.22
H 2.094 0.637 -0.589 0.23
H 0.543 -1.262 -0.960 0.26
H -2.631 1.132 -0.456 0.20
H -0.858 1.934 -1.539 0.49
H -2.289 -0.228 0.758 0.23
```

For the LUMO energy, the calculation gives 0.63 eV. The frontier orbital gap is 10.12 eV. The SMILES is C=C(O)[C@@H](C)C#N.



Model 3:
C5H7NO in the gas phase. Source: OMol25; level of theory: ωB97M-V/def2-TZVPD.

```
14
Properties=species:S:1:pos:R:3:nbo_charge:R:1
C -1.715 -0.823 1.804 -0.70
C -0.388 -0.323 1.252 0.54
C -0.333 0.001 -0.160 -0.54
C 0.840 0.461 -0.667 0.24
N 1.258 0.737 -2.080 -0.58
C 2.084 0.911 -0.831 -0.26
O 0.583 -0.220 1.995 -0.60
H -1.598 -1.866 2.117 0.23
H -2.534 -0.762 1.080 0.20
H -1.973 -0.243 2.694 0.23
H -1.201 -0.090 -0.803 0.22
H 0.928 1.569 -2.561 0.39
H 1.319 -0.084 -2.683 0.39
H 3.096 0.559 -0.720 0.23
```

For the LUMO energy, the calculation gives 0.44 eV. The frontier orbital gap is 8.09 eV. The SMILES is C/C([O-])=C/C1=C[NH2+]1.



Relative energy of each structure, in kcal/mol: model 1 53.5; model 2 0.0; model 3 64.8.



Model 1:
2 unconnected molecules or ions with the total composition C5H7NO. Source: OMol25; level of theory: ωB97M-V/def2-TZVPD.

```
14
Properties=species:S:1:pos:R:3:nbo_charge:R:1
C 0.727 -1.952 -0.162 -0.42
C 1.173 -0.690 -0.413 -0.44
C -0.434 0.686 -0.057 0.33
C -0.158 2.103 0.149 -0.15
O -0.653 1.510 -1.081 -0.44
C -1.456 -0.298 0.566 -0.06
N -2.320 0.349 1.094 -0.27
H -1.120 -1.373 0.422 0.19
H 0.905 -2.437 0.794 0.21
H 0.307 -2.573 -0.949 0.21
H 1.818 -0.190 0.308 0.22
H 1.225 -0.318 -1.433 0.22
H -0.883 2.726 0.663 0.22
H 0.869 2.458 0.099 0.19
```

For the LUMO energy (alpha / beta), the calculation gives -0.31 / -0.44 eV. The frontier orbital gap (alpha / beta) is 7.85 / 8.28 eV.



Model 2:
A molecular structure, C5H7NO. Source: OMol25; level of theory: ωB97M-V/def2-TZVPD.

```
14
Properties=species:S:1:pos:R:3:nbo_charge:R:1
O -1.565 1.502 1.710 -0.50
C -1.140 1.377 0.586 0.44
C -0.170 0.317 0.164 -0.20
C 1.172 0.345 -0.567 -0.23
N 0.870 -1.178 -0.477 -0.35
C -0.516 -0.758 -0.901 -0.22
C 0.429 -0.841 0.950 -0.23
H -1.551 1.992 -0.246 0.11
H 1.165 0.872 -1.526 0.19
H 2.154 0.452 -0.086 0.20
H -0.540 -0.459 -1.956 0.19
H -1.308 -1.480 -0.674 0.19
H -0.256 -1.559 1.406 0.20
H 1.255 -0.582 1.617 0.20
```

For the LUMO energy, the calculation gives 0.75 eV. The frontier orbital gap is 9.93 eV.



Model 3:
A molecular structure, C5H7NO. Source: OMol25; level of theory: ωB97M-V/def2-TZVPD.

```
14
Properties=species:S:1:pos:R:3:nbo_charge:R:1
C 0.021 -0.274 -0.879 0.09
C 0.863 0.515 0.202 -0.08
C -1.007 -0.287 0.225 -0.19
C -0.248 -1.097 1.239 -0.19
C 0.909 -0.509 1.288 -0.21
H -0.146 0.755 -2.946 0.46
H 0.313 -1.214 -1.474 0.20
H 1.707 1.152 0.030 0.23
H -1.135 1.599 -0.042 0.33
H -2.035 -0.039 -0.068 0.23
H -0.667 -2.068 1.748 0.23
H 1.915 -0.610 1.799 0.23
N -0.664 1.163 0.707 -0.56
O 0.174 0.914 -1.832 -0.78
```

For the LUMO energy, the calculation gives 0.65 eV. The frontier orbital gap is 9.88 eV.



Relative energy of each structure, in kcal/mol: model 1 57.9; model 2 0.0; model 3 55.3.



Model 1:
C2H2N2O3 in the gas phase. Source: OMol25; level of theory: ωB97M-V/def2-TZVPD.

```
9
Properties=species:S:1:pos:R:3:nbo_charge:R:1
C 1.059 0.732 0.017 0.18
C -0.321 -1.059 0.141 0.83
H -1.976 0.468 0.153 0.50
H 1.356 1.746 -0.059 0.24
N -0.172 0.348 0.288 -0.19
N 1.783 -0.247 -0.235 -0.11
O -1.288 1.069 -0.180 -0.51
O 0.980 -1.497 0.027 -0.34
O -1.423 -1.561 -0.152 -0.59
```

For the LUMO energy, the calculation gives 0.59 eV. The frontier orbital gap is 10.77 eV. The SMILES is O=c1oncn1O.



Model 2:
C2H2N2O3 in the gas phase. Source: OMol25; level of theory: ωB97M-V/def2-TZVPD.

```
9
Properties=species:S:1:pos:R:3:nbo_charge:R:1
C 1.002 0.014 0.045 0.94
C -1.570 -0.036 -0.122 0.10
H -1.567 1.270 -1.815 0.44
H -2.759 0.060 0.263 0.22
N -0.892 0.539 -1.110 -0.38
N -1.052 -0.794 0.805 -0.10
O 2.153 -0.113 0.115 -0.49
O 0.310 1.201 -0.245 -0.38
O 0.204 -1.015 0.648 -0.34
```

For the LUMO energy, the calculation gives -0.89 eV. The frontier orbital gap is 9.09 eV. The SMILES is O=C1ON=CNO1.



Model 3:
C2H2N2O3 in the gas phase. Source: OMol25; level of theory: ωB97M-V/def2-TZVPD.

```
9
Properties=species:S:1:pos:R:3:nbo_charge:R:1
C 0.328 -0.914 -0.421 0.25
C -1.194 -0.262 0.965 0.82
H 1.622 1.910 -0.494 0.50
H 0.791 -1.602 -1.086 0.23
N 0.709 0.352 -0.160 0.08
N -0.807 -1.313 0.112 -0.49
O 1.117 1.169 -1.189 -0.49
O -2.071 -0.274 1.802 -0.52
O -0.494 0.934 0.471 -0.38
```

For the LUMO energy, the calculation gives -0.32 eV. The frontier orbital gap is 10.06 eV. The SMILES is O=c1ncn(O)o1.



Model 4:
2 unconnected molecules or ions with the total composition C2H2N2O3. Source: OMol25; level of theory: ωB97M-V/def2-TZVPD.

```
9
Properties=species:S:1:pos:R:3:nbo_charge:R:1
C -0.469 -0.550 -1.199 0.57
C 0.017 0.277 0.710 0.71
N -1.446 -1.031 -0.661 -0.07
N 1.190 0.718 0.509 -0.78
O 0.512 -0.376 -1.878 -0.63
O -0.895 0.107 1.394 -0.35
O -2.227 -0.757 0.252 -0.31
H 1.482 0.778 -0.407 0.44
H 1.837 0.836 1.280 0.42
```

For the LUMO energy (alpha / beta), the calculation gives -0.43 / -0.43 eV. The frontier orbital gap (alpha / beta) is 8.15 / 8.15 eV.



Relative energy of each structure, in kcal/mol: model 1 0.0; model 2 49.3; model 3 11.2; model 4 29.8.



Model 1:
2 unconnected molecules or ions with the total composition C3H10NOS. Source: OMol25; level of theory: ωB97M-V/def2-TZVPD.

```
16
Properties=species:S:1:pos:R:3:nbo_charge:R:1
C 0.012 0.338 -2.624 -0.42
N -0.886 -0.136 -1.511 -0.67
C -0.648 0.762 -0.394 -0.25
C -0.566 -0.017 0.913 -0.53
S -1.611 0.805 2.216 -0.74
H -0.571 0.668 -3.481 0.17
H 0.745 -0.440 -2.886 0.17
H 0.694 1.270 -2.451 0.18
H -1.833 -0.314 -1.867 0.37
H 0.270 1.457 -0.358 0.19
H -1.676 1.417 -0.371 0.18
H 0.543 -0.372 1.046 0.15
H -1.139 -0.940 0.733 0.19
H 1.473 -1.222 3.820 0.49
H 2.963 -1.513 3.301 0.47
O 2.229 -1.762 3.913 -0.97
```

For the LUMO energy, the calculation gives 3.66 eV. As for the net charge: -1. The frontier orbital gap is 5.96 eV.



Model 2:
2 unconnected molecules or ions with the total composition C3H10NOS. Source: OMol25; level of theory: ωB97M-V/def2-TZVPD.

```
16
Properties=species:S:1:pos:R:3:nbo_charge:R:1
C -0.272 -1.310 -0.005 -0.72
C 0.113 -0.738 -1.344 -0.45
S 1.784 -1.290 -2.015 -0.15
H -0.459 -0.380 0.592 0.32
H -1.279 -1.738 0.044 0.21
H 0.421 -1.967 0.532 0.19
H 0.248 0.327 -1.249 0.23
H -0.572 -0.897 -2.163 0.20
H 2.309 -1.243 -0.784 0.11
N -0.692 1.353 2.875 -0.93
C -1.528 1.884 1.754 0.16
O -1.411 1.177 0.636 -0.94
H -0.151 2.033 3.409 0.32
H -0.007 0.661 2.595 0.35
H -1.246 2.969 1.673 0.04
H -2.574 1.893 2.136 0.06
```

For the LUMO energy, the calculation gives 3.27 eV. As for the net charge: -1. The frontier orbital gap is 6.02 eV.



Relative energy of each structure, in kcal/mol: model 1 9.2; model 2 0.0.



Model 1:
2 unconnected molecules or ions with the total composition C3H10NOS. Source: OMol25; level of theory: ωB97M-V/def2-TZVPD.

```
16
Properties=species:S:1:pos:R:3:nbo_charge:R:1
C -1.105 -1.577 -0.583 -0.41
N -1.221 -0.618 0.505 -0.63
C -1.350 0.710 0.077 -0.23
C 0.003 1.442 0.109 -0.52
S 1.110 1.605 -1.448 -0.77
H -1.923 -1.377 -1.259 0.18
H -1.295 -2.584 -0.203 0.17
H -0.122 -1.687 -1.175 0.19
H -0.465 -0.669 1.092 0.34
H -1.812 0.542 -0.911 0.19
H -2.059 1.285 0.660 0.16
H 0.491 0.747 0.727 0.15
H 0.195 2.318 0.768 0.19
H 2.826 0.548 0.770 0.49
H 3.292 -0.460 -0.010 0.47
O 3.436 -0.225 0.883 -0.97
```

For the LUMO energy, the calculation gives 4.04 eV. As for the net charge: -1. The frontier orbital gap is 6.75 eV.



Model 2:
2 unconnected molecules or ions with the total composition C3H10NOS. Source: OMol25; level of theory: ωB97M-V/def2-TZVPD.

```
16
Properties=species:S:1:pos:R:3:nbo_charge:R:1
C -0.597 -0.388 0.405 -0.42
C -0.060 -1.728 -0.304 -0.53
S 1.039 -1.369 -1.718 -0.73
C -1.162 0.703 -0.615 -0.23
N -1.187 1.977 0.227 -0.88
H 0.312 0.010 0.886 0.20
H -1.253 -0.512 1.252 0.17
H -0.775 -2.426 -0.660 0.18
H 0.542 -2.252 0.491 0.18
H -2.129 0.338 -1.129 0.16
H -0.388 0.936 -1.369 0.23
H -1.153 2.921 -0.187 0.36
H -1.989 1.779 0.829 0.34
H 2.234 0.109 0.385 0.48
H 3.656 -0.287 0.509 0.46
O 2.909 0.189 0.998 -0.96
```

For the LUMO energy, the calculation gives 4.05 eV. As for the net charge: -1. The frontier orbital gap is 6.54 eV.



Relative energy of each structure, in kcal/mol: model 1 11.7; model 2 0.0.